1.
{
  "formula": "C6H10O3",
  "method": "ωB97M-V with the def2-TZVPD basis set",
  "species": ["O", "C", "C", "O", "C", "O", "H", "H", "H", "H", "H", "H", "C", "C", "C", "H", "H", "H", "H"],
  "positions_angstrom": [[1.372176, -1.293669, 1.224516], [0.694249, -0.366454, 0.818848], [1.350555, 0.651792, -0.206435], [0.610978, 1.795834, -0.521778], [-0.370420, 0.314906, 1.682752], [0.084125, 1.531842, 2.250202], [2.308420, 0.917075, 0.274936], [1.595252, 0.133939, -1.131338], [0.368360, 2.239811, 0.304345], [-0.715449, -0.390352, 2.448945], [-1.210359, 0.577254, 1.024264], [0.739373, 1.325918, 2.921978], [-1.006284, -1.853552, -0.539555], [-0.934408, -1.044632, -1.573527], [-0.916529, -0.220254, -2.574264], [-1.931099, -1.966081, 0.014612], [-0.253784, -2.617458, -0.392674], [-1.239908, -0.527219, -3.556686], [-0.545249, 0.791300, -2.469141]],
  "forces_ev_per_angstrom": [[-0.97, 0.20, -0.59], [2.60, 1.97, 1.02], [0.11, -0.96, 0.45], [-0.46, 0.08, 0.01], [-1.35, -0.88, -0.48], [0.26, -0.10, -0.23], [-0.22, -0.13, -0.07], [-0.05, -0.04, -0.02], [0.17, -0.05, -0.11], [0.05, 0.12, -0.11], [0.11, -0.02, 0.34], [0.12, 0.02, 0.09], [-0.29, -0.33, -1.15], [-0.39, -0.39, 0.59], [0.21, 0.19, -0.07], [0.04, 0.22, 0.10], [0.14, 0.20, 0.18], [-0.15, -0.12, -0.08], [0.07, 0.02, 0.12]],
  "mulliken_charge": [-0.589, 0.795, -0.608, -0.523, -0.744, -0.554, 0.386, 0.383, 0.340, 0.400, 0.320, 0.334, -1.014, 0.647, -0.771, 0.308, 0.327, 0.266, 0.299],
  "smiles": "O=C(CO)CO.C=C=C",
  "gap_ev": 9.922,
  "de_lowest_kcal_mol": 74.5
}

***

2.
{
  "formula": "C6H10O3",
  "method": "ωB97M-V with the def2-TZVPD basis set",
  "species": ["C", "C", "C", "C", "C", "C", "O", "O", "O", "H", "H", "H", "H", "H", "H", "H", "H", "H", "H"],
  "positions_angstrom": [[2.603794, -0.005392, -1.291378], [2.456892, 0.317559, -0.128575], [-0.631518, 1.195595, -0.995744], [-0.909598, -1.578967, -1.010714], [-0.674773, 0.457285, 2.830088], [-0.008525, -0.293937, 0.759646], [-0.243205, 1.071084, 0.336858], [0.165712, -1.387527, -0.069406], [-0.294028, -0.514105, 1.976520], [2.408519, -0.623607, -2.095293], [-1.641541, 0.837286, -1.002729], [-0.000886, 0.552539, -1.551989], [-0.538354, 2.216265, -1.306463], [-0.837710, -1.205081, -1.965394], [-1.806554, -1.138292, -0.577875], [-1.049349, -2.655558, -1.087436], [-0.905583, 1.413837, 2.538479], [2.423205, 0.995510, 0.743666], [-0.516495, 0.345510, 3.897742]],
  "forces_ev_per_angstrom": [[-0.47, 0.16, 2.49], [0.81, 1.79, -0.27], [-0.30, -0.24, 0.32], [-1.30, -1.92, 2.75], [-0.01, -1.30, 1.70], [0.50, 1.53, -2.67], [0.80, -2.63, 1.94], [-0.62, 1.99, 0.12], [-0.13, 0.29, 1.77], [0.16, -0.62, -1.48], [-0.77, 0.26, -0.85], [0.54, -0.17, -1.14], [0.03, 0.51, -0.05], [1.05, 1.08, -2.09], [-0.25, -0.31, -0.02], [-0.03, -0.07, 0.07], [-0.19, 1.75, -1.38], [0.06, -1.14, -0.81], [0.09, -0.96, -0.43]],
  "mulliken_charge": [-0.299, -0.362, -0.556, -0.887, -0.712, 0.565, -0.316, -0.308, -0.230, 0.371, 0.300, 0.175, 0.266, 0.357, 0.391, 0.275, 0.357, 0.360, 0.253],
  "gap_ev": [7.206, 7.906],
  "de_lowest_kcal_mol": 196.9
}